[1]
DFT (ωB97M-V/def2-TZVPD) results for an isolated ion of composition C6H8NO4S and charge -1 in a non-equilibrium geometry.

Output
- net charge = -1

Cartesian coordinates (Å):
1 C 0.85713 -0.05687 -1.48710
2 C 0.32771 -1.49055 0.45280
3 C 0.03783 -0.51549 1.60420
4 C -0.63822 0.77051 1.16436
5 C 1.62516 -1.10862 -2.24075
6 C -2.04632 1.21450 1.57943
7 N -0.13872 -0.57527 -0.69381
8 O 1.20959 -2.31588 0.18897
9 O -0.77899 -1.65631 1.23892
10 O 0.56162 2.66686 -1.27201
11 O -0.99788 0.37535 -0.21672
12 S 1.23301 1.57378 -2.01459
13 H 0.57814 -0.59188 2.56541
14 H 0.05766 1.64535 1.05846
15 H 2.30121 -0.39415 -2.88595
16 H 0.97727 -1.83179 -2.70048
17 H 2.02768 -1.56417 -1.38999
18 H -2.13503 1.46064 2.70952
19 H -2.65764 0.42257 1.44839
20 H -2.40120 1.97144 0.89095



[2]
DFT (ωB97M-V/def2-TZVPD) results for an isolated ion of composition C6H8NO4S2 and charge +1 in a non-equilibrium geometry.

Output
- net charge = +1
- structure (SMILES) = CS(=O)(=O)S(=O)(=O)[n+]1ccccc1

Cartesian coordinates (Å):
1 C -2.52435 -1.24386 -2.01614
2 S -1.85806 -1.21869 -0.36854
3 O -0.46681 -1.62097 -0.32305
4 O -2.62940 -1.57142 0.75109
5 S -1.27276 0.93557 -0.40278
6 O -1.03530 1.30635 -1.80151
7 O -1.84340 1.96813 0.48198
8 N 0.41989 0.84203 0.13477
9 C 0.67228 0.89736 1.51051
10 C 1.91338 1.41154 1.84533
11 C 2.93621 1.51336 0.98542
12 C 2.72199 1.23903 -0.28589
13 C 1.46615 1.01017 -0.74753
14 H -3.63485 -1.22133 -1.84016
15 H -2.13412 -0.36358 -2.43434
16 H -2.23109 -2.12143 -2.57600
17 H -0.09559 0.50625 2.23176
18 H 2.09714 1.56685 2.91112
19 H 3.91070 1.70244 1.35967
20 H 3.48012 1.12535 -1.07579
21 H 1.17817 0.86745 -1.72245



Number 1: total energy -26863.57178 eV, gap between HOMO and LUMO 7.34 eV. Number 2: total energy -37691.89252 eV, gap between HOMO and LUMO 9.93 eV.